Computed, not measured: a cluster of 4 separate species, C23H56BFN3O2 in total, with ωB97M-V/def2-TZVPD.

XYZ file:
```
86
Properties=species:S:1:pos:R:3:forces:R:3:lowdin_charge:R:1
C 4.12617 3.93032 1.01504 -0.1 0.0 -0.1 -0.089
C 4.65652 4.54074 -0.28761 0.1 0.1 0.2 -0.153
C 3.64424 4.43924 -1.41083 0.1 0.2 0.0 -0.538
O 3.27743 5.41342 -2.02786 -0.1 -0.2 0.1 0.086
O 3.11344 3.22616 -1.62493 -0.1 0.1 -0.3 -0.046
C 4.01431 2.20835 -2.22002 0.2 -0.3 -0.1 -0.182
C 4.72624 1.29909 -1.25215 -0.1 0.3 0.1 -0.206
B 5.47369 0.06124 -2.02742 0.0 -0.1 0.0 -0.588
F 4.47974 -0.98927 -2.27770 0.0 0.0 0.0 -0.135
H 3.80436 2.90030 0.84580 0.1 0.1 0.0 0.064
H 3.26316 4.49928 1.37979 0.1 -0.1 0.0 0.068
H 4.89910 3.93426 1.79082 -0.1 0.0 -0.1 0.072
H 4.87712 5.60676 -0.16639 0.0 -0.2 0.0 0.111
H 5.58334 4.03317 -0.57995 -0.2 0.0 -0.1 0.111
H 3.34623 1.62875 -2.86546 0.1 0.1 0.2 0.122
H 4.71574 2.73822 -2.87843 -0.1 -0.1 0.1 0.124
H 3.97924 0.89932 -0.54854 0.2 0.0 0.0 0.092
H 5.47132 1.86147 -0.67150 -0.1 -0.1 0.0 0.071
H 5.93365 0.42985 -3.11637 0.0 0.1 0.0 0.037
H 6.38432 -0.38742 -1.32266 -0.1 0.0 0.0 0.027
C -1.03440 8.95378 -2.48132 0.0 0.0 0.0 -0.097
C -0.30657 7.77013 -1.86156 0.0 0.0 0.0 -0.271
N -0.97698 7.24408 -0.68378 0.0 0.1 0.0 -0.203
C -0.14894 6.31956 0.07727 0.1 0.0 0.1 -0.244
C 0.26393 5.00587 -0.59057 0.0 0.0 0.0 -0.075
C -2.36024 6.84704 -0.87622 -0.1 0.0 0.0 -0.254
C -2.66591 5.80543 -1.96195 0.0 0.0 0.0 -0.084
H -1.20783 9.73370 -1.73770 0.0 0.0 0.0 0.075
H -0.43118 9.37363 -3.28758 0.0 0.0 0.0 0.070
H -1.99672 8.66879 -2.90939 0.0 0.0 0.0 0.060
H 0.68681 8.09451 -1.54267 0.0 0.0 0.0 0.119
H -0.13803 7.00857 -2.63764 0.0 0.0 0.0 0.106
H -0.66746 6.10549 1.01725 0.0 0.0 0.0 0.108
H 0.75980 6.86456 0.35168 0.0 0.0 0.0 0.109
H -0.55718 4.29046 -0.64157 0.0 0.0 0.0 0.061
H 1.06273 4.53513 -0.01555 0.0 0.0 0.0 0.062
H 0.65432 5.16179 -1.59519 0.0 0.0 0.0 0.064
H -2.94266 7.74701 -1.09235 0.0 0.0 0.0 0.096
H -2.72969 6.48519 0.08716 0.0 0.0 0.0 0.110
H -2.13544 6.02357 -2.88977 0.0 0.0 0.0 0.066
H -3.73518 5.80980 -2.18633 0.0 0.0 0.0 0.067
H -2.39780 4.79620 -1.65480 0.1 0.0 0.0 0.055
C 1.48925 -1.59632 -1.87260 -0.1 0.1 -0.1 -0.090
C 2.04328 -2.89300 -1.31455 0.1 0.0 0.0 -0.263
N 1.29432 -3.40557 -0.17179 0.0 0.0 0.0 -0.198
C 1.98539 -4.45409 0.55019 0.0 0.0 0.1 -0.254
C 2.24512 -5.78336 -0.17303 0.0 0.0 0.0 -0.090
C -0.12326 -3.60935 -0.38969 -0.1 0.0 0.0 -0.257
C -0.55458 -4.55179 -1.52400 0.0 0.0 0.0 -0.084
H 1.42499 -0.83933 -1.08928 0.0 0.0 0.0 0.082
H 2.17539 -1.22529 -2.63179 0.0 0.0 0.0 0.062
H 0.50027 -1.71672 -2.32373 0.0 0.0 0.0 0.061
H 3.06496 -2.69888 -0.98291 0.0 0.0 0.0 0.113
H 2.11944 -3.62907 -2.13132 0.0 0.0 0.0 0.103
H 1.42604 -4.65457 1.47065 0.0 0.0 0.0 0.105
H 2.94898 -4.04195 0.86331 0.0 0.0 0.0 0.111
H 1.33763 -6.37876 -0.27821 0.0 0.0 0.0 0.050
H 2.96277 -6.37804 0.39689 0.0 0.0 0.0 0.065
H 2.66673 -5.62247 -1.16552 0.0 0.0 0.0 0.066
H -0.57603 -2.63152 -0.57221 0.0 0.0 0.0 0.101
H -0.55647 -3.96019 0.55196 0.0 0.0 0.0 0.093
H 0.01833 -4.36830 -2.43371 0.0 0.0 0.0 0.065
H -1.60873 -4.38678 -1.76063 0.0 0.0 0.0 0.062
H -0.44032 -5.60266 -1.25757 0.1 0.0 0.0 0.051
C -5.46491 -7.31461 3.79478 0.0 0.0 0.0 -0.095
C -4.98297 -6.36614 2.70747 0.0 0.0 0.0 -0.279
N -4.94521 -4.97982 3.13688 0.0 0.0 0.0 -0.204
C -4.77595 -4.03960 2.04067 0.0 0.1 -0.1 -0.249
C -3.46095 -4.07977 1.25556 0.0 0.0 0.0 -0.091
C -4.15741 -4.71367 4.33001 0.0 0.0 0.1 -0.248
C -2.67855 -5.12406 4.32168 0.0 0.0 0.0 -0.080
H -6.42937 -6.99088 4.18879 0.0 0.0 0.0 0.078
H -5.57941 -8.31862 3.38372 0.0 0.0 0.0 0.070
H -4.76029 -7.38122 4.62442 0.0 0.0 0.0 0.063
H -5.67783 -6.41780 1.86455 0.0 0.0 0.0 0.116
H -4.01379 -6.72716 2.32745 0.0 0.0 0.0 0.102
H -4.92202 -3.03307 2.44211 0.0 0.0 0.0 0.111
H -5.60345 -4.20913 1.34448 0.0 0.0 0.0 0.108
H -2.63206 -3.65814 1.82173 0.0 0.0 0.0 0.052
H -3.55684 -3.49101 0.34134 0.0 0.0 0.0 0.074
H -3.19202 -5.09548 0.96168 0.0 0.0 0.0 0.069
H -4.64657 -5.20899 5.17241 0.0 0.0 0.0 0.098
H -4.23615 -3.64347 4.53654 0.0 0.0 0.0 0.113
H -2.53991 -6.12798 3.91728 0.0 0.0 0.0 0.065
H -2.29250 -5.12778 5.34289 0.0 0.0 0.0 0.070
H -2.06008 -4.44109 3.74198 0.0 0.0 0.0 0.056
```
Positions in Å, forces in eV/Å.

Results
HOMO level in Ha: -0.189
Total charge: -1
Kohn-Sham gap in eV: 7.39
Multiplicity: 1

=====

Computed, not measured: a structure of composition H2NO3PS at a distorted geometry, with ωB97M-V/def2-TZVPD.

XYZ file:
```
8
Properties=species:S:1:pos:R:3:forces:R:3:nbo_charge:R:1
N 0.33720 0.50133 1.26500 0.8 0.8 -3.1 -1.121
O 1.62985 0.21938 -1.60420 0.1 0.2 0.5 -1.194
O -0.80131 1.05729 -1.52218 0.2 0.2 0.4 -1.205
O -0.22803 -1.32250 -0.74063 0.5 0.9 -0.4 -1.081
P 0.28456 0.19193 -0.94381 -0.4 -0.2 1.4 2.362
S -0.58921 -0.76945 1.97085 -0.6 -0.3 1.4 -0.520
H -0.20223 1.36986 1.30977 0.0 -0.3 -0.1 0.320
H -0.43083 -1.24783 0.26520 -0.5 -1.2 0.0 0.441
```
Positions in Å, forces in eV/Å.

Results
HOMO level in Ha: 0.057
Total charge: -2
Kohn-Sham gap in eV: 4.97
Multiplicity: 1
ΔE to the lowest compared entry with this formula, charge and spin in kcal per mole: 23.1

=====

Computed, not measured: a cluster of 2 separate species, C6H6ClNO6P in total at a distorted geometry, with ωB97M-V/def2-TZVPD.

XYZ file:
```
21
Properties=species:S:1:pos:R:3:forces:R:3:nbo_charge:R:1
O -1.86540 -1.05969 -3.96722 -0.5 0.5 -0.5 -0.647
N -1.18912 -1.05425 -2.68998 2.8 -0.7 0.1 -0.825
P 0.42175 -1.57452 -2.70505 -1.3 2.3 0.2 1.177
O 1.15200 -1.21422 -4.20193 -0.7 -0.7 0.6 -1.013
Cl 0.31846 -3.75311 -2.77127 0.0 -0.8 -0.6 -0.533
H -1.57224 -1.79696 -4.50696 0.1 -0.6 0.2 0.421
H 0.53053 -1.28410 -4.93396 -0.1 0.1 -0.2 0.460
C 1.42347 0.14625 1.73744 0.0 -0.1 -0.1 -0.352
C 1.28619 1.09310 2.66620 0.7 -0.3 0.1 0.281
C 0.00648 1.83769 2.84684 -0.9 0.0 -0.4 0.473
O -0.06575 2.68132 3.72819 0.4 0.0 0.2 -0.583
C -1.10159 1.52575 1.95214 0.3 0.4 0.6 -0.415
C -0.96851 0.57933 1.01219 -1.2 0.2 -0.7 0.344
C 0.30070 -0.18733 0.85711 0.5 0.0 0.1 0.447
O 0.34929 -1.04753 0.01254 -0.1 -0.4 0.4 -0.467
O -1.95879 0.28054 0.16664 1.1 -0.2 0.6 -0.632
O 2.29329 1.43103 3.49860 -0.4 0.0 -0.2 -0.652
H 2.34438 -0.40337 1.60111 0.0 0.0 0.0 0.239
H -2.01577 2.08789 2.07911 0.0 0.0 0.0 0.234
H -1.61799 -0.41831 -0.44592 -0.2 0.1 -0.5 0.545
H 1.92863 2.13052 4.06419 -0.1 0.1 0.1 0.498
```
Positions in Å, forces in eV/Å.

Results
HOMO level in Ha: -0.127
Total charge: -1
Kohn-Sham gap in eV: 4.72
Multiplicity: 1
ΔE to the lowest compared entry with this formula, charge and spin in kcal per mole: 10.9